#one
Computed, not measured: an isolated ion of composition C2H7N2 and charge +1, with ωB97M-V with the def2-TZVPD basis set.

Calculated values
spin multiplicity: 1
HOMO: -0.4859 Ha
orbital gap: 9.578 eV
total charge: +1
SMILES: N/C=C/[NH3+]
LUMO energy: -3.6 eV

Last columns: bonded neighbours and bond lengths (Å).
Cartesian coordinates (Å):
1 N 0.933 0.037 -1.780  C2 1.337, H5 1.006, H6 1.004
2 C 0.460 -0.354 -0.591  N1 1.337, C3 1.344, H7 1.086
3 C -0.228 0.450 0.238  C2 1.344, N4 1.472, H8 1.078
4 N -0.846 -0.084 1.463  C3 1.472, H9 1.013, H10 1.026, H11 1.022
5 H 0.797 0.976 -2.113  N1 1.006
6 H 1.547 -0.525 -2.342  N1 1.004
7 H 0.581 -1.404 -0.344  C2 1.086
8 H -0.267 1.522 0.128  C3 1.078
9 H -0.676 -1.078 1.561  N4 1.013
10 H -0.451 0.352 2.303  N4 1.026
11 H -1.850 0.106 1.476  N4 1.022

#two
Computed, not measured: an isolated ion of composition C2H7N2 and charge +1, with ωB97M-V with the def2-TZVPD basis set.

Calculated values
spin multiplicity: 1
HOMO: -0.4932 Ha
orbital gap: 9.711 eV
total charge: +1
SMILES: N/C=C/[NH3+]
LUMO energy: -3.7 eV

Last columns: bonded neighbours and bond lengths (Å).
Cartesian coordinates (Å):
1 N 1.428 -0.690 -1.217  C2 1.342, H5 0.981, H6 1.033
2 C 0.221 -0.444 -0.685  N1 1.342, C3 1.375, H7 1.160
3 C 0.099 0.042 0.596  C2 1.375, N4 1.472, H8 1.172
4 N -1.208 0.627 0.933  C3 1.472, H9 1.008, H10 1.005, H11 1.095
5 H 1.661 -1.489 -1.735  N1 0.981
6 H 2.272 -0.150 -0.967  N1 1.033
7 H -0.769 -0.531 -1.284  C2 1.160
8 H 0.846 0.019 1.498  C3 1.172
9 H -1.847 0.242 1.612  N4 1.008
10 H -0.943 1.547 1.240  N4 1.005
11 H -1.760 0.828 0.009  N4 1.095

#three
Computed, not measured: an isolated ion of composition C2H7N2 and charge +1, with ωB97M-V with the def2-TZVPD basis set.

Calculated values
spin multiplicity: 1
HOMO: -0.5779 Ha
orbital gap: 11.733 eV
total charge: +1
SMILES: CNC=[NH2+]
LUMO energy: -4.0 eV

Last columns: bonded neighbours and bond lengths (Å).
Cartesian coordinates (Å):
1 C 1.652 -0.924 -0.232  N2 1.569, H5 1.108, H6 1.122, H7 1.184
2 N 0.315 -0.346 0.351  C1 1.569, C3 1.279, H8 0.962
3 C -0.487 0.357 -0.356  N2 1.279, N4 1.391, H9 1.136
4 N -1.573 1.003 0.225  C3 1.391, H10 0.944, H11 1.033
5 H 2.306 -0.147 -0.677  C1 1.108
6 H 1.364 -1.706 -0.983  C1 1.122
7 H 2.181 -1.590 0.592  C1 1.184
8 H 0.168 -0.613 1.263  N2 0.962
9 H -0.222 0.527 -1.447  C3 1.136
10 H -1.708 0.898 1.154  N4 0.944
11 H -2.273 1.432 -0.402  N4 1.033

Among the structures shown above, #three is the most stable, with the second-best lying 0.0042 hartree higher.